# 1
{"formula": "C44H42N10O12", "method": "the ωB97M-V functional and the def2-TZVPD basis", "molar_mass_g_mol": 902.88, "relative_energy_kcal_mol": 27.8, "multiplicity": 1, "largest_force_ev_per_a": 1.28, "total_energy_ha": -3151.7129, "species": ["O", "N", "O", "C", "C", "C", "C", "C", "C", "H", "H", "H", "H", "H", "O", "N", "O", "C", "C", "C", "C", "C", "C", "H", "H", "H", "H", "H", "O", "N", "O", "C", "C", "C", "C", "C", "C", "H", "H", "H", "H", "H", "O", "N", "O", "C", "C", "C", "C", "C", "C", "H", "H", "H", "H", "H", "O", "N", "O", "C", "C", "C", "C", "C", "C", "H", "H", "H", "H", "H", "O", "N", "O", "C", "C", "C", "C", "C", "C", "H", "H", "H", "H", "H", "C", "C", "N", "H", "H", "H", "C", "C", "N", "H", "H", "H", "C", "C", "N", "H", "H", "H", "C", "C", "N", "H", "H", "H"], "coordinates": [[-7.3589, -2.2656, 0.8398], [-6.1908, -1.9524, 0.8621], [-5.7595, -0.8477, 1.1388], [-5.1995, -2.9748, 0.4804], [-5.6155, -4.0476, -0.2756], [-4.6429, -4.9380, -0.7292], [-3.3101, -4.7805, -0.3784], [-2.9234, -3.6684, 0.3750], [-3.8782, -2.7933, 0.8510], [-6.6555, -4.2302, -0.5020], [-4.9248, -5.7912, -1.3344], [-2.5643, -5.4485, -0.7901], [-1.8766, -3.5579, 0.6298], [-3.5905, -1.9061, 1.3968], [-7.5879, 0.3841, -5.2146], [-6.7072, 0.6325, -4.4189], [-6.4857, 1.7314, -3.9467], [-5.8419, -0.4710, -4.0115], [-5.7666, -1.5984, -4.7939], [-4.9684, -2.6611, -4.3936], [-4.1747, -2.5400, -3.2558], [-4.2733, -1.4095, -2.4628], [-5.1429, -0.3899, -2.8236], [-6.3585, -1.6741, -5.6954], [-4.8539, -3.4987, -5.0685], [-3.5985, -3.4114, -2.9688], [-3.7001, -1.2971, -1.5513], [-5.2801, 0.4709, -2.1817], [-0.6366, 0.0160, -1.5649], [-0.8722, 0.0484, -0.3783], [-1.9245, -0.2941, 0.1290], [0.2151, 0.4838, 0.4986], [1.2722, 1.1872, -0.0398], [2.3454, 1.5209, 0.7701], [2.2920, 1.2328, 2.1296], [1.2202, 0.5224, 2.6630], [0.1680, 0.1464, 1.8422], [1.2701, 1.4306, -1.0940], [3.2202, 2.0564, 0.4335], [3.1075, 1.4494, 2.8059], [1.1746, 0.2557, 3.7109], [-0.7295, -0.3321, 2.2100], [2.7884, 8.0622, 0.8077], [1.9235, 8.3017, -0.0068], [1.7791, 9.3656, -0.5687], [1.0028, 7.2108, -0.3518], [1.2797, 5.9425, 0.1061], [0.5046, 4.8895, -0.3652], [-0.4859, 5.1068, -1.3185], [-0.7704, 6.4028, -1.7319], [-0.0086, 7.4643, -1.2578], [2.1881, 5.7747, 0.6660], [0.7426, 3.8825, -0.0477], [-1.1619, 4.2867, -1.5357], [-1.5599, 6.6019, -2.4433], [-0.2611, 8.4547, -1.6045], [6.4184, 0.8295, 1.6627], [6.6547, 0.6117, 0.4934], [5.9328, 0.9375, -0.4344], [7.8762, -0.0996, 0.1532], [7.9126, -0.8845, -0.9857], [9.0965, -1.5290, -1.2984], [10.2380, -1.3067, -0.5424], [10.1573, -0.5753, 0.6396], [8.9717, 0.0598, 0.9735], [7.0121, -1.0330, -1.5663], [9.1600, -2.0761, -2.2302], [11.1951, -1.7205, -0.8307], [11.0430, -0.4086, 1.2363], [8.9441, 0.6944, 1.8488], [-7.4119, -1.7242, 4.5914], [-6.3949, -1.0753, 4.6965], [-6.3413, 0.1086, 4.9443], [-5.1198, -1.7728, 4.5253], [-5.0762, -3.1486, 4.6441], [-3.8688, -3.8046, 4.5568], [-2.6939, -3.1110, 4.3114], [-2.7813, -1.7306, 4.1316], [-3.9699, -1.0462, 4.2901], [-6.0034, -3.6885, 4.7813], [-3.8284, -4.8863, 4.5947], [-1.7086, -3.5535, 4.2640], [-1.9155, -1.1230, 3.8942], [-4.0274, 0.0263, 4.1714], [3.1080, 3.5271, 4.9989], [3.0852, 2.1141, 5.3539], [3.0397, 1.0014, 5.6283], [3.3697, 4.1276, 5.8672], [2.1316, 3.7806, 4.5839], [3.8358, 3.7764, 4.2260], [3.2468, -1.7492, 0.6129], [2.9913, -1.8674, -0.8113], [2.7736, -1.9626, -1.9329], [3.7035, -0.7848, 0.8297], [3.9956, -2.4941, 0.8860], [2.3519, -1.8524, 1.2178], [-0.4116, -2.2269, -3.8416], [-0.6374, -1.3733, -5.0099], [-0.8711, -0.7066, -5.9209], [-0.1582, -3.1934, -4.2850], [-1.2801, -2.2208, -3.1929], [0.4606, -1.9045, -3.2752], [4.1505, 0.9839, -3.1996], [4.1556, 0.3410, -4.4985], [4.2084, -0.1730, -5.5159], [4.4084, 0.2426, -2.4408], [3.1584, 1.3042, -2.8875], [4.8593, 1.8046, -3.1494]], "forces_ev_per_angstrom": [[-0.1, 0.0, 0.0], [0.2, 0.0, -0.1], [-0.1, -0.1, 0.1], [0.0, -0.1, 0.1], [0.3, -0.6, -0.2], [-0.1, -0.3, 0.3], [-0.1, 0.7, -0.4], [0.0, -0.9, 0.2], [0.1, 0.6, -0.4], [0.0, 0.3, 0.0], [-0.1, 0.1, 0.0], [0.0, -0.1, 0.2], [0.0, 0.2, 0.0], [-0.1, -0.1, 0.1], [-0.1, 0.0, -0.1], [-0.1, 0.3, 0.0], [0.0, -0.1, 0.1], [0.2, -0.4, 0.5], [-0.3, -0.5, -0.4], [0.5, 0.7, -0.3], [-0.6, -0.6, -0.2], [-0.1, 0.2, 0.2], [0.2, 0.5, 0.2], [0.0, 0.1, 0.0], [-0.2, -0.2, 0.2], [0.3, 0.3, 0.1], [0.0, -0.1, 0.0], [0.1, 0.0, -0.1], [-0.1, 0.1, -0.3], [-0.1, -0.2, -0.1], [0.1, 0.0, 0.1], [0.2, 0.1, 0.6], [0.4, -0.1, -0.6], [-0.1, 0.5, 0.8], [-0.1, -0.7, 0.3], [-0.4, 0.0, -0.1], [-0.3, 0.3, -0.2], [0.0, -0.1, 0.0], [0.0, 0.0, -0.5], [0.2, 0.2, -0.2], [0.2, 0.1, 0.0], [0.2, -0.2, 0.1], [0.2, 0.0, 0.2], [-0.1, 0.1, 0.1], [-0.1, 0.1, 0.0], [0.0, 0.2, -0.5], [0.3, -0.4, -0.5], [0.3, 0.0, -0.2], [-0.6, 0.1, 1.1], [0.3, 0.0, 0.0], [-0.6, -0.2, -0.3], [-0.2, 0.0, 0.4], [-0.1, 0.0, 0.1], [0.2, 0.0, -0.5], [-0.1, -0.1, 0.0], [0.4, 0.1, 0.1], [0.0, 0.1, 0.1], [-0.3, 0.0, -0.2], [-0.2, 0.0, 0.1], [0.3, -0.1, 0.0], [-0.3, -0.3, 0.3], [0.2, 0.5, -0.7], [0.0, -0.2, 0.6], [0.0, 0.3, -0.6], [0.4, 0.0, 0.4], [0.1, 0.1, -0.1], [0.0, -0.2, 0.1], [-0.1, -0.1, -0.1], [0.0, -0.1, 0.1], [-0.3, 0.0, 0.0], [-0.1, -0.1, 0.0], [0.0, 0.1, 0.0], [0.0, 0.3, 0.0], [0.5, -0.3, 0.2], [-0.7, 0.0, -0.1], [0.7, -0.7, -0.3], [-0.2, 1.1, -0.1], [0.4, 0.2, 0.2], [-0.3, 0.1, -0.3], [0.0, 0.0, 0.1], [-0.1, 0.0, 0.2], [-0.2, -0.4, -0.1], [0.2, -0.3, 0.1], [0.0, 0.0, 0.1], [0.0, 0.2, -0.3], [0.2, 0.1, -0.1], [0.0, -0.1, 0.0], [-0.3, 0.0, 0.1], [0.0, 0.2, 0.3], [0.1, -0.4, 0.0], [0.8, 0.0, 0.1], [-0.3, 0.1, 0.1], [0.0, 0.0, -0.2], [-0.1, 0.1, -0.1], [-0.2, -0.1, 0.1], [-0.1, -0.1, -0.1], [0.6, 0.0, -0.7], [-0.4, 0.7, -0.1], [0.2, -0.4, 0.5], [-0.3, -0.2, 0.5], [-0.1, -0.2, -0.1], [0.0, 0.2, -0.1], [-0.1, -0.4, 0.8], [0.0, 0.4, 0.5], [0.0, -0.4, -0.7], [0.3, 0.0, -0.1], [-0.1, 0.2, -0.4], [0.0, 0.1, -0.1]]}

---

# 2
{"formula": "C4H4O3", "method": "the ωB97M-V functional and the def2-TZVPD basis", "molar_mass_g_mol": 100.07, "relative_energy_kcal_mol": 73.4, "multiplicity": 1, "largest_force_ev_per_a": 7.42, "total_energy_ha": -380.4301, "species": ["O", "C", "C", "C", "O", "C", "O", "H", "H", "H", "H"], "coordinates": [[1.1826, -2.5189, -1.7444], [0.9302, -1.3125, -1.2765], [-0.1615, -0.8333, -0.4354], [0.2473, 0.4234, -0.0956], [-0.1916, 1.4235, 0.5687], [-1.1021, 1.3465, 1.6040], [-2.0275, 0.5087, 1.7244], [1.6192, -0.4651, -1.7578], [-0.9859, -1.5525, -0.3238], [1.3623, 0.6265, -0.4332], [-0.8730, 2.3537, 2.1696]], "forces_ev_per_angstrom": [[-1.8, 5.7, 2.8], [2.9, -5.0, -4.6], [1.2, 0.5, -0.3], [2.8, -3.1, -2.3], [-1.4, 1.9, 2.6], [-3.5, -0.7, 0.4], [4.5, 3.4, -0.3], [-1.1, -1.7, 1.2], [0.1, 1.1, 0.5], [-2.6, 0.1, 0.6], [-1.0, -2.2, -0.4]]}

---

# 3
{"formula": "C4H11NOS", "method": "the ωB97M-V functional and the def2-TZVPD basis", "molar_mass_g_mol": 121.20, "relative_energy_kcal_mol": 76.5, "multiplicity": 3, "largest_force_ev_per_a": 6.13, "total_energy_ha": -686.8572, "species": ["C", "C", "C", "C", "N", "O", "S", "H", "H", "H", "H", "H", "H", "H", "H", "H", "H", "H"], "coordinates": [[1.9499, -1.3734, -0.0625], [-1.2551, -0.9018, -0.7077], [-1.5612, 0.5406, 1.3382], [1.3339, 1.4377, -0.8908], [-0.7344, 0.0613, 0.2969], [1.2718, 0.3575, 1.6462], [0.9579, -0.0394, 0.3225], [1.7455, -2.2115, 0.6681], [1.8365, -1.4376, -1.0528], [-0.9127, -0.5703, -1.7501], [-1.1235, -1.9815, -0.4921], [-2.3478, -0.8093, -0.7615], [-2.1759, 1.4137, 1.0251], [-2.3498, -0.1721, 1.7696], [-0.6885, 0.9331, 2.0450], [1.0082, 2.4353, -0.6087], [2.3273, 1.3116, -1.0129], [0.7180, 1.0063, -1.7726]], "forces_ev_per_angstrom": [[0.8, -3.2, 4.8], [-0.6, 1.2, -0.9], [0.3, 1.1, 2.3], [-3.8, -1.6, -0.2], [-1.3, -2.3, -1.5], [1.3, 0.5, 2.8], [-2.8, 4.0, -3.7], [1.2, 0.7, -1.0], [0.4, -1.1, -3.7], [-0.2, -0.9, 1.3], [0.6, 0.6, -0.1], [0.1, 0.3, 0.1], [0.5, -0.2, 0.0], [1.6, 0.5, -0.2], [-2.6, -0.8, -0.5], [0.1, -0.1, 0.2], [3.4, 0.1, -0.9], [1.2, 1.2, 1.2]]}

---

> What is the multiplicity in the second record?

1